Entry from OMol25: 2 unconnected molecules or ions with the total composition CH4NOPS at a distorted geometry (wB97M-V/def2-TZVPD).

Structure (XYZ):
```
9
CH4NOPS | OMol25 | wB97M-V/def2-TZVPD
C -0.05512 -0.29875 0.62623
N -0.88163 0.34712 -0.14087
O -0.02850 -0.86032 1.65927
P 2.11534 -0.04917 -0.79353
S -2.61826 0.57462 0.17818
H -0.57202 0.70656 -1.03205
H 2.79583 -0.90279 0.06930
H 1.71098 -1.12346 -1.58927
H -2.46662 1.60620 1.02275
```

As for the energy above the lowest of the compared OMol25 structures with the same formula, charge and spin: 149.9 kJ/mol. The value obtained for the molar mass is 109.1 g mol⁻¹. The LUMO energy comes out at -0.41 eV. As for the orbital gap: 7.913 eV. Its charge is 0.